(1)
A 2-piece molecular cluster, C3H8F2N2 overall at a distorted geometry, computed with ωB97M-V/def2-TZVPD.

Geometry as XYZ:
```
15
Properties=species:S:1:pos:R:3:forces:R:3:mulliken_charge:R:1
C -1.174992 -1.045911 -0.253312 0.15 -0.61 0.36 -0.59
C 1.193836 0.649405 0.624383 -0.74 -0.86 -2.87 -0.24
C 2.119949 -0.191320 -0.255239 0.70 2.14 -0.80 0.31
N 0.765278 1.902896 0.225156 -1.33 -0.10 1.59 -0.44
N -0.624379 -0.748626 1.055373 0.80 1.86 -0.48 -0.58
F 3.538759 0.117819 -0.068871 -2.29 -0.59 0.23 -0.30
F 1.906636 -1.462162 0.056053 0.80 -0.85 -0.12 -0.22
H -1.179977 -0.101300 -0.752869 -0.74 0.61 -0.89 0.22
H -0.433127 -1.699615 -0.797105 -1.38 0.17 0.04 0.23
H -2.235039 -1.465573 -0.105101 1.51 0.41 -0.70 0.25
H 1.383879 0.616162 1.628996 0.50 -0.34 2.36 0.32
H 2.002984 0.010045 -1.358923 -0.16 -0.44 1.07 0.21
H 0.055936 2.142539 0.984970 1.11 0.45 -2.04 0.30
H 0.593169 2.233114 -0.741634 -0.01 -0.89 1.13 0.25
H -0.098237 -1.571164 1.196751 1.09 -0.96 1.12 0.28
```
Forces are in eV/Å.

Values from the calculation:
**Calculated total energy**: -428.20910 Ha
**ΔE to the lowest compared entry with this formula, charge and spin**: 3.9800 eV
**Orbital gap (spin up / spin down)**: 0.299 / 0.335 hartree

***

(2)
C3H8F4I2N3O9S4V as an isolated structure at a distorted geometry, computed with ωB97M-V/def2-TZVPD.

Geometry as XYZ:
```
34
Properties=species:S:1:pos:R:3:forces:R:3:mulliken_spin:R:1
V 2.209793 -0.473291 -0.061848 0.09 -1.49 -1.33 2.06
I 4.773193 -0.318305 0.941052 -0.07 0.00 -0.18 0.94
I 2.284793 -2.211804 -2.164288 0.15 1.10 1.45 -0.05
C -2.428174 -2.112224 -0.675487 -0.65 2.16 0.32 0.00
C -1.896848 -0.644961 -0.606527 5.31 -2.64 -0.09 0.00
O -0.679607 -0.400746 -0.665473 -4.68 0.46 0.24 -0.01
N -2.934473 0.448199 -0.517697 0.72 -0.58 -1.07 0.00
H -3.749953 0.071862 -0.979712 -0.38 -0.07 -1.02 0.00
H -3.352266 0.544487 0.396797 0.67 0.41 1.13 0.00
C -2.412121 1.747322 -1.157207 -1.49 -0.53 0.94 0.00
H -3.198985 -2.075126 0.094295 -0.46 -0.73 -0.17 0.00
H -1.761405 -2.955566 -0.495809 0.56 0.76 0.21 0.00
H -2.839040 -2.238288 -1.677177 -0.43 -0.02 0.02 0.00
H -1.636402 2.078273 -0.466678 0.22 0.22 -0.71 0.00
H -3.299777 2.379260 -1.128266 0.35 0.40 -0.04 0.00
H -2.181171 1.510553 -2.195810 0.53 0.16 0.37 0.00
N 1.896366 1.340617 -0.760145 -1.04 2.89 -3.15 0.01
S 1.889221 2.698353 0.053809 1.27 3.00 7.14 0.01
O 0.611949 3.225384 0.496690 1.52 -0.65 -1.79 0.00
O 3.027305 3.572521 -0.213499 -2.51 -1.80 0.06 0.00
F 2.269789 1.883960 1.422807 0.67 -0.12 -0.18 0.01
S 1.543568 2.242353 -2.238238 0.34 -2.14 -6.94 0.01
O 2.628089 2.865953 -2.966883 -1.14 0.03 2.66 0.00
O 0.215185 2.830217 -2.334161 2.06 -1.35 1.22 0.00
F 1.558793 0.885646 -3.095277 -1.22 0.25 0.83 0.00
N 1.231615 -1.254547 1.463042 -0.80 -3.85 2.56 -0.01
S 0.134835 -1.037599 2.554843 -4.81 8.06 4.59 0.01
O 0.611935 -0.633198 3.886986 -0.61 -2.17 -2.55 0.00
O -1.178598 -1.703202 2.478289 3.01 0.64 -0.71 0.00
F -0.063414 0.428050 1.983399 -1.59 0.94 -0.61 0.00
S 1.401393 -2.833625 2.226451 6.08 -6.42 -2.82 0.01
O 0.666417 -3.886950 1.572888 -1.17 1.71 1.56 0.00
O 1.969178 -2.979385 3.554870 -1.79 1.07 -2.14 0.00
F 2.688818 -2.994194 1.273962 1.29 0.29 0.19 0.01
```
Forces are in eV/Å.

Values from the calculation:
**Calculated total energy**: -4491.64177 Ha
**Spin multiplicity**: 4
**Net charge**: +1
**Orbital gap (spin up / spin down)**: 0.245 / 0.182 hartree

***

(3)
One molecule with the formula C3H8FN at a distorted geometry, computed with ωB97M-V/def2-TZVPD.

Geometry as XYZ:
```
13
Properties=species:S:1:pos:R:3:forces:R:3:mulliken_charge:R:1
C 0.633151 -0.477467 -1.176984 0.88 0.12 1.64 -1.29
C 0.082901 0.358029 0.064566 -1.37 -2.59 -2.44 0.34
C -1.295853 -0.054841 0.442452 -2.66 4.07 -0.10 -0.30
H 0.159533 -0.295438 -2.138591 0.02 0.43 0.14 0.37
H 0.613068 -1.588477 -1.032074 -0.18 0.89 0.31 0.32
H 1.699682 -0.186683 -1.142488 -0.29 -0.24 -0.82 0.33
H 0.013908 1.397106 -0.206853 -0.04 0.39 -0.22 0.25
H 1.421190 -0.576195 1.228560 0.28 -0.06 0.14 0.23
H 1.309059 1.078427 1.432191 -0.29 -1.44 0.20 0.25
H -1.721521 -1.026486 0.397575 0.63 -1.28 0.40 0.24
H -1.558143 0.541104 1.373380 0.37 -1.47 -0.63 0.20
N 0.774483 0.195733 1.263009 3.08 1.42 1.86 -0.61
F -2.131458 0.635187 -0.504743 -0.42 -0.24 -0.48 -0.34
```
Forces are in eV/Å.

Values from the calculation:
**Calculated total energy**: -273.68548 Ha
**ΔE to the lowest compared entry with this formula, charge and spin**: 0.8237 eV
**Orbital gap**: 0.393 hartree
**SMILES string**: C[C@H](N)CF

***

(4)
A 2-piece molecular cluster, C3H8FNO overall at a distorted geometry, computed with ωB97M-V/def2-TZVPD.

Geometry as XYZ:
```
14
Properties=species:S:1:pos:R:3:forces:R:3:mulliken_spin:R:1
C -0.754980 1.275990 -1.421071 -2.24 0.24 0.05 0.00
C 0.579991 1.156975 -0.878252 1.99 1.04 1.00 0.88
C 0.526282 -1.126393 0.817145 -1.21 -0.72 -0.26 0.77
N -0.716271 -1.239573 1.523539 3.13 -0.95 -0.31 0.16
O 1.621534 -1.044735 1.510059 1.75 0.66 1.72 0.00
F 0.710663 -2.071815 -0.139869 -0.85 -0.37 -0.45 0.05
H -1.508873 0.449643 -1.508604 1.05 -0.22 0.66 0.04
H -0.659161 1.512735 -2.443939 0.16 0.47 -1.71 0.06
H -1.374744 2.092606 -1.028262 0.45 -0.02 0.31 0.00
H 1.325883 0.514750 -1.391355 -0.64 0.47 0.61 0.01
H 0.984246 1.932626 -0.130793 -0.74 -1.48 -1.26 0.01
H -0.940908 -0.322946 1.797726 -1.14 1.09 0.27 -0.01
H -1.304283 -1.708226 0.894186 -1.67 -0.22 -0.62 -0.03
H 1.510619 -1.421636 2.399491 -0.04 0.01 -0.01 0.06
```
Forces are in eV/Å.

Values from the calculation:
**Calculated total energy**: -348.80520 Ha
**Spin multiplicity**: 3
**ΔE to the lowest compared entry with this formula, charge and spin**: 0.0000 eV
**Orbital gap (spin up / spin down)**: 0.276 / 0.412 hartree

***

(5)
A 2-piece molecular cluster, C3H8FP overall at a distorted geometry, computed with ωB97M-V/def2-TZVPD.

Geometry as XYZ:
```
13
Properties=species:S:1:pos:R:3:forces:R:3:mulliken_charge:R:1
C 1.262387 -1.040769 -0.284726 -0.04 -0.07 -0.04 -0.97
C -0.411281 2.222939 -0.117959 -1.00 -2.75 -0.32 -1.04
C -0.127568 -1.313817 0.294916 -0.31 0.22 -0.10 -0.49
F -2.504865 -0.355865 0.684798 0.26 0.09 -0.61 -0.28
P -1.441001 -0.319418 -0.559847 0.77 1.89 1.29 0.25
H 1.720219 -1.951677 -0.662164 0.07 -0.01 -0.03 0.31
H 1.210322 -0.327687 -1.105511 0.13 0.08 -0.12 0.30
H 1.916974 -0.622835 0.474418 0.08 0.08 -0.01 0.25
H 0.046687 2.419855 -1.065146 0.16 0.13 -0.30 0.32
H 0.240135 2.022799 0.709999 0.21 0.03 0.24 0.29
H -1.331390 2.727912 0.098931 -0.25 0.19 0.05 0.34
H -0.179308 -1.093619 1.363031 -0.03 0.00 -0.07 0.32
H -0.401313 -2.367814 0.169264 -0.06 0.11 0.03 0.41
```
Forces are in eV/Å.

Values from the calculation:
**Calculated total energy**: -560.24908 Ha
**ΔE to the lowest compared entry with this formula, charge and spin**: 2.2855 eV
**Orbital gap (spin up / spin down)**: 0.300 / 0.295 hartree

***

(6)
C3H8HgO2 as an isolated structure at a distorted geometry, computed with ωB97M-V/def2-TZVPD.

Geometry as XYZ:
```
14
Properties=species:S:1:pos:R:3:forces:R:3:mulliken_spin:R:1
H 4.183155 0.366684 0.405385 0.10 0.00 0.02 0.93
O 1.941949 0.565886 0.076751 2.45 -1.88 0.45 -0.07
C 1.328971 -0.648062 -0.293781 -0.12 -0.51 -0.38 0.02
C -0.117062 -0.687467 0.179179 0.04 -0.97 0.43 -0.01
O -0.732592 0.555525 -0.199497 -3.44 -3.06 -0.44 0.00
C -2.140903 0.603724 0.015969 -1.00 -0.08 0.15 0.00
Hg 0.633616 1.956628 -0.135368 1.69 5.70 -0.18 0.12
H 1.865722 -1.495553 0.160205 -0.08 0.36 0.00 0.00
H 1.363387 -0.785688 -1.386528 0.00 0.06 0.20 0.00
H -0.181320 -0.782662 1.274303 0.01 0.07 -0.26 0.00
H -0.663390 -1.516891 -0.291535 0.12 0.31 0.05 0.00
H -2.487647 1.597449 -0.284530 0.06 -0.25 0.05 0.00
H -2.630164 -0.162859 -0.598705 0.12 0.22 0.17 0.00
H -2.363722 0.433283 1.078147 0.05 0.04 -0.27 0.00
```
Forces are in eV/Å.

Values from the calculation:
**Calculated total energy**: -422.48026 Ha
**Spin multiplicity**: 2
**Net charge**: +1
**Orbital gap (spin up / spin down)**: 0.220 / 0.283 hartree